{"formula": "C6H5NO2", "method": "ωB97M-V with the def2-TZVPD basis set", "elements": ["N", "C", "C", "C", "C", "C", "O", "C", "O", "H", "H", "H", "H", "H"], "positions_angstrom": [[1.173763, 1.568415, 2.226946], [0.153961, 1.218447, 1.352591], [-0.257700, 0.366590, 0.381545], [-1.691555, -0.255170, 0.728973], [-1.459409, 0.381269, -0.464907], [-0.683052, -0.115659, -1.889207], [0.489016, -0.963155, -1.540666], [0.790349, -0.711705, -0.240031], [1.807622, -1.093254, 0.132433], [-2.483303, 0.289243, 1.295735], [-1.699197, -1.460799, 0.795297], [-1.848883, 1.468233, -0.871004], [-0.318613, 0.696148, -2.400323], [-1.355022, -0.823085, -2.356255]], "forces_ev_per_a": [[-10.0858, -2.9220, -8.1931], [11.8037, 4.7247, 9.9803], [-0.7769, -3.1713, 0.2073], [-1.2180, -4.5522, 1.6759], [2.2655, 5.1720, -8.6100], [-1.7795, -4.1560, 3.5640], [-2.8541, 1.6955, 0.3147], [-2.0127, 2.3049, -1.7937], [2.8614, -1.1058, 2.8995], [1.3491, -0.6012, 0.3310], [-0.1415, 3.0435, -0.0769], [0.3355, -2.8304, 1.8612], [0.3289, 1.9590, -1.2682], [-0.0755, 0.4393, -0.8919]], "total_energy_ev": -11881.9472, "max_force_ev_per_a": 16.163, "relative_energy_kcal_mol": 152.1, "e_lumo_ev": -0.12, "total_charge": 0, "gap_ev": 9.7}